The following is a DFT calculation (ωB97M-V/def2-TZVPD) of a molecular structure, C56H47ClNbO32S.

Structure (XYZ):
```
138
C56H47ClNbO32S | the Open Molecules 2025 dataset | ωB97M-V/def2-TZVPD
C 7.758 -2.570 5.621
C 7.729 -1.677 4.791
Nb 7.595 -0.352 2.917
Cl 5.999 1.195 4.059
C 5.752 -1.490 2.144
C 4.684 -1.598 3.226
C 3.400 -1.888 2.946
C 9.019 -1.729 1.854
C 10.203 -2.298 2.697
C 10.948 -1.254 3.545
S 12.548 -1.983 4.119
H 7.809 -3.476 6.179
H 7.534 0.641 1.403
H 8.915 0.733 3.554
H 6.064 -2.505 1.891
H 5.379 -0.931 1.280
H 4.922 -1.452 4.275
H 2.932 -1.640 1.997
H 2.816 -2.426 3.691
H 9.405 -1.294 0.926
H 8.422 -2.601 1.554
H 9.855 -3.113 3.330
H 10.947 -2.694 1.996
H 11.134 -0.345 2.978
H 10.402 -1.003 4.451
H 12.160 -2.476 5.316
C -0.911 -2.068 2.594
C -1.945 -1.257 2.347
C -2.453 -0.287 3.370
O -3.389 0.432 3.067
C -1.803 -0.258 4.671
C -0.767 -1.069 4.921
C -0.246 -2.021 3.888
O 0.709 -2.716 4.171
O -0.139 -1.084 6.093
O -2.590 -1.251 1.180
H -0.533 -2.768 1.862
H -2.187 0.434 5.407
H 0.568 -1.752 6.014
H -3.290 -0.576 1.266
C -4.047 2.324 -2.718
C -3.591 1.462 -3.635
C -3.666 -0.018 -3.424
O -3.259 -0.755 -4.305
C -4.228 -0.516 -2.178
C -4.673 0.346 -1.259
C -4.624 1.829 -1.475
O -5.068 2.553 -0.607
O -5.186 -0.054 -0.092
O -3.059 1.837 -4.803
H -4.010 3.395 -2.853
H -4.265 -1.587 -2.035
H -5.428 0.762 0.388
H -2.825 1.005 -5.255
C -5.953 -0.151 -9.602
C -6.015 1.163 -9.850
C -5.888 2.181 -8.756
O -5.936 3.359 -9.054
C -5.717 1.700 -7.393
C -5.664 0.390 -7.145
C -5.764 -0.629 -8.237
O -5.691 -1.806 -7.942
O -5.523 -0.083 -5.902
O -6.191 1.654 -11.078
H -6.042 -0.892 -10.383
H -5.638 2.439 -6.607
H -5.500 -1.055 -5.988
H -6.195 2.624 -10.976
C -3.811 6.356 -7.240
C -3.579 7.648 -6.983
C -2.840 8.091 -5.756
O -2.650 9.282 -5.595
C -2.388 7.071 -4.819
C -2.621 5.778 -5.076
C -3.345 5.336 -6.308
O -3.514 4.145 -6.473
O -2.219 4.797 -4.269
O -3.986 8.627 -7.795
H -4.345 6.025 -8.120
H -1.864 7.401 -3.933
H -2.485 3.960 -4.706
H -3.688 9.456 -7.378
C 2.732 -1.133 -3.396
C 2.078 -0.022 -3.755
C 0.589 -0.002 -3.917
O 0.051 1.047 -4.230
C -0.147 -1.237 -3.700
C 0.505 -2.350 -3.343
C 1.993 -2.368 -3.156
O 2.518 -3.410 -2.819
O -0.116 -3.510 -3.131
O 2.702 1.134 -3.988
H 3.805 -1.160 -3.273
H -1.218 -1.209 -3.836
H 0.584 -4.142 -2.884
H 2.004 1.771 -4.222
C 8.784 1.166 9.559
C 8.860 0.574 10.754
C 7.866 -0.458 11.191
O 8.011 -0.968 12.291
C 6.781 -0.797 10.287
C 6.697 -0.205 9.086
C 7.703 0.814 8.639
O 7.569 1.298 7.540
O 5.731 -0.479 8.218
O 9.823 0.856 11.641
H 9.496 1.911 9.234
H 6.063 -1.534 10.619
H 5.912 0.064 7.422
H 9.643 0.287 12.410
C 0.982 -7.708 4.472
C 0.770 -6.404 4.713
C -0.287 -5.952 5.688
O -0.435 -4.766 5.894
C -1.097 -6.974 6.346
C -0.879 -8.268 6.095
C 0.188 -8.720 5.147
O 0.340 -9.918 4.983
O -1.590 -9.242 6.669
O 1.483 -5.463 4.103
H 1.737 -8.048 3.779
H -1.862 -6.638 7.031
H -1.224 -10.074 6.316
H 1.176 -4.580 4.405
C -8.410 4.093 -3.132
C -8.144 3.101 -3.989
C -8.907 2.939 -5.271
O -8.592 2.024 -6.006
C -9.978 3.882 -5.562
C -10.247 4.872 -4.703
C -9.469 5.050 -3.433
O -9.756 5.982 -2.707
O -11.216 5.762 -4.915
O -7.187 2.197 -3.766
H -7.866 4.221 -2.207
H -10.530 3.745 -6.481
H -11.195 6.365 -4.149
H -7.197 1.594 -4.535
```

Calculated values
Gap between HOMO and LUMO ... 4.045 eV
Total charge ... -1
Highest occupied orbital energy ... -4.9 eV

The following is a DFT calculation (ωB97M-V/def2-TZVPD) of a molecular structure, C56H48AsCsN2OP3Te.

Structure (XYZ):
```
113
C56H48AsCsN2OP3Te | the Open Molecules 2025 dataset | ωB97M-V/def2-TZVPD
Cs 0.496 -0.382 1.426
Te 2.558 -4.029 -2.834
C 4.122 -5.273 -2.129
C 4.110 -5.827 -0.856
C 5.168 -6.632 -0.464
N 6.205 -6.917 -1.245
C 6.210 -6.390 -2.465
C 5.202 -5.566 -2.949
C 2.068 -3.190 -0.953
P 0.521 -3.537 -0.259
C -0.153 -5.061 -0.950
C -1.096 -4.970 -1.971
C -1.595 -6.124 -2.559
C -1.159 -7.365 -2.122
C -0.231 -7.460 -1.092
C 0.268 -6.312 -0.501
C 0.616 -3.840 1.541
C -0.590 -3.886 2.247
C -0.594 -4.127 3.613
C 0.605 -4.320 4.289
C 1.806 -4.273 3.596
C 1.813 -4.032 2.229
P 3.075 -1.881 -0.227
C 4.788 -2.324 -0.610
C 5.409 -2.003 -1.819
C 6.705 -2.426 -2.066
C 7.387 -3.175 -1.115
C 6.783 -3.482 0.095
C 5.492 -3.047 0.352
C 2.733 -0.387 -1.236
C 1.662 -0.286 -2.122
C 1.403 0.904 -2.791
C 2.208 2.012 -2.574
C 3.271 1.927 -1.682
C 3.534 0.738 -1.021
H 3.300 -5.632 -0.164
H 5.177 -7.070 0.530
H 7.061 -6.628 -3.093
H 5.287 -5.153 -3.948
H -1.430 -3.997 -2.311
H -2.322 -6.053 -3.356
H -1.548 -8.265 -2.580
H 0.103 -8.432 -0.752
H 0.988 -6.385 0.304
H -1.534 -3.762 1.725
H -1.535 -4.175 4.146
H 0.599 -4.515 5.354
H 2.742 -4.433 4.115
H 2.752 -3.991 1.693
H 4.875 -1.422 -2.559
H 7.186 -2.174 -3.002
H 8.396 -3.511 -1.314
H 7.321 -4.058 0.838
H 5.024 -3.270 1.305
H 1.022 -1.145 -2.292
H 0.575 0.957 -3.487
H 2.013 2.941 -3.094
H 3.896 2.793 -1.502
H 4.370 0.681 -0.332
O 1.504 -0.882 4.142
N 0.454 -0.566 4.461
C -1.920 3.131 -0.688
C -3.225 2.385 -0.433
As -4.624 2.973 -1.723
C -6.189 2.323 -0.757
C -7.412 2.957 -0.966
C -8.565 2.496 -0.349
C -8.512 1.385 0.482
C -7.301 0.741 0.689
C -6.148 1.208 0.073
C -4.642 4.821 -1.076
C -4.249 5.828 -1.953
C -4.147 7.144 -1.521
C -4.445 7.465 -0.204
C -4.845 6.467 0.676
C -4.940 5.153 0.243
P -0.708 2.772 0.644
C -1.521 3.544 2.084
C -1.827 4.905 2.100
C -2.493 5.463 3.179
C -2.863 4.667 4.255
C -2.563 3.314 4.250
C -1.895 2.753 3.169
C 0.673 3.905 0.308
C 1.720 3.916 1.232
C 2.836 4.712 1.031
C 2.927 5.502 -0.107
C 1.894 5.496 -1.032
C 0.771 4.704 -0.828
H -2.110 4.206 -0.748
H -1.473 2.825 -1.639
H -3.596 2.584 0.574
H -3.079 1.307 -0.537
H -7.466 3.828 -1.609
H -9.505 3.005 -0.518
H -9.412 1.022 0.963
H -7.252 -0.127 1.334
H -5.214 0.688 0.254
H -4.028 5.585 -2.987
H -3.845 7.919 -2.215
H -4.374 8.491 0.135
H -5.087 6.714 1.702
H -5.257 4.381 0.936
H -1.542 5.530 1.261
H -2.725 6.521 3.180
H -3.385 5.103 5.097
H -2.852 2.691 5.088
H -1.672 1.690 3.195
H 1.652 3.310 2.130
H 3.633 4.719 1.765
H 3.798 6.125 -0.267
H 1.954 6.118 -1.917
H -0.025 4.726 -1.561
```

Calculated values
Gap between HOMO and LUMO (alpha / beta) ... 6.838 / 6.171 eV
Total charge ... +1
Relative energy (zero: lowest compared OMol25 entry of this formula, charge and spin) ... 0.000 eV
Highest occupied orbital energy (alpha / beta) ... -9.8 / -9.9 eV